A.
Here is C32H26F16N3O4Ti as an isolated structure from the Open Molecules 2025 dataset. Energies are from ωB97M-V with the def2-TZVPD basis set.

Output
LUMO energy (alpha / beta) (eV): 4.44 / 4.44
Kohn-Sham gap (alpha / beta) (eV): 4.94 / 6.10
E_HOMO (alpha / beta) (hartree): -0.0181 / -0.0608
2S+1: 2
Total charge: -2
Expectation value of S²: 0.75

Geometry (Å):
Ti  -0.425  0.623  -1.017
F  0.033  4.385  0.290
F  2.867  2.655  -2.279
F  -3.900  3.023  1.616
F  -4.665  0.051  -0.992
F  3.692  1.449  -0.690
F  2.037  4.781  0.970
F  1.569  4.867  -1.146
F  4.396  -0.473  -5.284
F  -0.367  1.055  -3.161
F  0.315  1.826  -5.594
F  -5.451  1.677  0.202
F  -1.764  2.905  1.475
F  3.849  3.602  -0.606
F  3.907  -1.180  -2.831
F  -2.898  3.804  -0.135
F  -4.477  2.100  -1.671
O  -1.284  -1.637  -2.782
O  0.651  2.209  -1.081
O  -2.134  1.321  -1.015
O  -2.150  -1.787  -0.733
N  -0.320  0.565  0.909
N  1.344  -0.360  -1.534
N  0.710  -3.271  -0.768
C  2.932  -0.460  -3.455
C  3.004  2.581  -0.952
C  3.218  -0.076  -4.744
C  0.846  0.742  3.057
C  -2.978  1.394  0.058
C  2.375  0.702  -5.511
C  -2.414  -1.791  2.911
C  0.710  1.045  1.680
C  -1.281  -1.179  -1.646
C  0.608  -3.682  0.611
C  1.314  4.171  -0.009
C  1.697  1.940  1.158
C  1.721  -0.105  -2.783
C  2.133  -1.240  -0.690
C  2.940  1.910  3.271
C  -1.320  -1.206  2.301
C  -3.004  -2.823  -1.192
C  4.149  2.354  4.056
C  2.016  -2.717  -1.091
C  0.863  0.673  -3.631
C  2.778  2.305  1.951
C  -4.901  -1.847  3.409
C  1.918  1.152  3.822
C  -4.401  1.308  -0.589
C  -2.873  2.795  0.745
C  0.304  -4.319  -1.671
C  1.591  2.629  -0.219
C  -3.690  -1.286  2.709
C  1.186  1.066  -4.899
C  -2.751  0.333  1.148
C  -3.828  -0.238  1.804
C  -1.424  -0.096  1.456
H  1.754  -1.129  0.329
H  -0.716  -4.628  -1.434
H  3.538  2.959  1.541
H  4.297  1.734  4.943
H  4.049  3.393  4.385
H  2.827  -3.297  -0.607
H  -3.196  -2.709  -2.260
H  5.047  2.291  3.439
H  -5.466  -1.048  3.897
H  3.185  -0.950  -0.677
H  1.189  -4.605  0.820
H  -4.829  0.128  1.616
H  1.954  0.873  4.872
H  -0.335  -1.623  2.463
H  0.308  -3.935  -2.691
H  -0.439  -3.855  0.870
H  2.628  1.013  -6.512
H  0.067  0.168  3.531
H  -4.613  -2.573  4.171
H  -2.543  -3.800  -1.012
H  0.959  -5.213  -1.616
H  0.985  -2.889  1.255
H  -5.575  -2.340  2.703
H  2.153  -2.792  -2.168
H  -2.268  -2.651  3.558
H  -3.934  -2.750  -0.626

=====

B.
Here is C32H26F16N3O4Ti as an isolated structure from the Open Molecules 2025 dataset. Energies are from ωB97M-V with the def2-TZVPD basis set.

Output
LUMO energy (alpha / beta) (eV): 4.39 / 4.39
Kohn-Sham gap (alpha / beta) (eV): 5.89 / 6.08
E_HOMO (alpha / beta) (hartree): -0.0552 / -0.0621
2S+1: 2
Total charge: -2
Expectation value of S²: 0.75

Geometry (Å):
Ti  0.075  0.477  -0.146
F  4.732  -1.854  1.941
F  -0.482  2.304  -3.258
F  -1.537  4.014  -2.500
F  -4.242  3.211  -2.003
F  1.956  3.281  -2.788
F  2.611  -0.459  1.215
F  -2.502  2.676  -3.906
F  -4.210  1.972  -0.247
F  4.381  0.556  -0.718
F  4.581  0.131  -2.813
F  2.661  -5.796  0.413
F  3.177  3.086  -1.026
F  3.315  -1.113  -1.607
F  4.024  2.678  -2.959
F  -2.968  3.713  -0.335
F  0.581  -4.456  -0.379
O  0.524  1.281  3.260
O  -1.324  1.687  -0.658
O  -0.444  2.599  1.834
O  1.675  1.032  -0.912
N  0.248  -1.616  0.384
N  -2.026  -0.764  1.799
N  -0.333  -0.185  -2.228
C  0.736  -0.300  -5.784
C  -2.245  -1.674  0.698
C  -0.974  -2.423  0.290
C  3.690  0.159  -1.795
C  -3.174  0.074  2.058
C  0.129  1.537  1.883
C  -1.656  -1.476  3.002
C  -2.228  1.845  -1.655
C  -1.682  -0.485  -2.431
C  1.752  0.526  -3.328
C  0.007  -0.481  -4.627
C  3.750  -3.883  1.250
C  1.365  -2.359  0.566
C  2.644  -4.464  0.675
C  -2.681  0.484  -2.211
C  2.424  1.040  -2.047
C  0.459  -0.084  -3.338
C  -2.108  -1.770  -2.802
C  2.450  0.697  -4.518
C  1.986  0.298  -5.764
C  -4.425  -1.113  -2.804
C  2.796  0.527  -7.013
C  1.262  0.142  3.616
C  1.513  -3.753  0.321
C  -1.669  2.714  -2.835
C  -3.441  -2.082  -2.978
C  3.671  -2.510  1.421
C  -3.413  2.692  -1.057
C  -5.882  -1.440  -3.003
C  2.898  2.529  -2.208
C  2.558  -1.786  1.082
C  -4.019  0.159  -2.427
H  2.339  0.310  3.529
H  -6.508  -0.575  -2.778
H  3.415  1.185  -4.484
H  -3.723  -3.095  -3.252
H  -2.653  -1.108  -0.142
H  2.975  1.591  -7.191
H  -6.089  -1.744  -4.032
H  -3.003  -2.438  0.969
H  -2.486  -2.125  3.344
H  -1.348  -2.529  -2.942
H  -0.782  -2.098  2.823
H  -4.782  0.912  -2.290
H  -3.987  -0.490  2.555
H  3.775  0.040  -6.959
H  -1.132  -2.799  -0.724
H  -6.199  -2.258  -2.351
H  2.277  0.129  -7.887
H  -3.550  0.461  1.120
H  -1.419  -0.762  3.789
H  1.003  -0.730  3.018
H  1.035  -0.083  4.664
H  -2.882  0.916  2.689
H  4.627  -4.450  1.521
H  -0.887  -3.304  0.936
H  0.308  -0.625  -6.729
H  -0.976  -0.913  -4.723

=====

The structure shown above that is least stable: A.